DFT (ωB97M-V/def2-TZVPD) results for 3 unconnected molecules or ions with the total composition C12H26FNO6PS2 at a distorted geometry.

Last column: Mulliken charge in e.
Geometry (Å):
C  0.695  2.126  -1.431  -0.19
C  1.183  0.560  -1.645  0.10
O  0.907  -0.382  -0.705  -0.58
N  1.898  0.076  -2.886  0.09
P  0.881  0.294  -4.331  0.01
F  2.226  0.237  -5.450  -0.47
C  3.285  0.656  -3.038  0.42
C  3.672  2.201  -3.425  -0.82
O  4.332  -0.178  -2.788  -0.61
H  -0.442  2.204  -1.699  0.25
H  1.266  2.876  -2.134  0.21
H  0.923  2.444  -0.318  -0.23
H  0.889  1.743  -4.241  -0.09
H  -0.010  0.428  -5.459  0.02
H  0.793  -1.166  -4.468  -0.03
H  -0.290  0.193  -3.465  0.01
H  2.751  2.802  -3.846  0.28
H  4.217  2.726  -2.526  0.25
H  4.488  2.132  -4.294  0.28
C  0.033  1.510  3.439  -0.71
C  -1.453  1.602  3.095  -0.53
C  -1.940  2.982  3.533  -0.61
S  -0.521  4.064  3.447  1.13
O  -0.192  4.498  4.789  -0.67
O  -0.697  4.995  2.351  -0.67
C  0.650  2.814  2.956  0.11
H  0.506  0.643  2.969  0.36
H  0.156  1.416  4.525  0.32
H  -1.583  1.491  2.012  0.23
H  -2.030  0.807  3.578  0.34
H  -2.725  3.359  2.872  0.35
H  -2.297  2.971  4.566  0.34
H  1.625  3.019  3.401  0.44
H  0.723  2.834  1.864  -0.34
C  -0.866  -4.980  0.027  -0.68
C  -0.706  -3.471  -0.151  -0.51
C  -2.036  -2.821  0.229  -0.46
S  -2.804  -3.912  1.417  1.17
O  -4.010  -4.456  0.830  -0.67
O  -2.793  -3.280  2.722  -0.68
C  -1.540  -5.167  1.378  -0.69
H  0.096  -5.498  -0.018  0.33
H  -1.505  -5.380  -0.770  0.32
H  0.085  -3.107  0.515  0.21
H  -0.419  -3.211  -1.174  0.37
H  -1.888  -1.837  0.682  0.18
H  -2.702  -2.737  -0.634  0.36
H  -1.990  -6.154  1.501  0.40
H  -0.843  -4.966  2.197  0.34

ΔE to the lowest compared entry with this formula, charge and spin, kJ/mol: 311.67
Charge: -1
Calculated total energy, Eh: -2216.50250
LUMO level, hartree: 0.087
M, g mol⁻¹: 394.45
Maximum force, eV/A: 8.247


DFT (ωB97M-V/def2-TZVPD) results for 2 unconnected molecules or ions with the total composition C4H11NO2 at a distorted geometry.

Last column: Mulliken charge in e.
Geometry (Å):
C  -1.909  1.716  0.751  -0.89
C  -1.359  1.093  -0.502  0.78
O  -1.592  -0.231  -0.548  -0.52
O  -0.848  1.612  -1.498  -0.61
H  -1.595  1.151  1.675  0.27
H  -3.006  1.639  0.771  0.28
H  -1.426  2.693  0.627  0.32
C  1.774  -1.839  0.759  -0.39
C  2.711  -0.610  1.005  -1.06
N  0.796  -1.492  -0.310  -0.58
H  2.316  -2.779  0.559  0.32
H  1.429  -1.979  1.831  0.21
H  2.086  0.164  1.551  0.23
H  3.116  -0.196  0.142  0.33
H  -1.209  -0.769  -1.275  0.36
H  0.195  -0.775  0.095  0.32
H  1.155  -1.151  -1.106  0.24
H  3.583  -0.761  1.590  0.39

ΔE to the lowest compared entry with this formula, charge and spin, kJ/mol: 160.19
Calculated total energy, Eh: -364.20716
SMILES string: CC(=O)O.CCN
LUMO level, hartree: 0.028
M, g mol⁻¹: 105.14
Maximum force, eV/A: 6.137


DFT (ωB97M-V/def2-TZVPD) results for a molecular structure, C36H35AuN2S2.

Last column: Mulliken charge in e.
Geometry (Å):
Au  -0.150  1.211  -1.208  0.93
S  -0.950  -1.056  -1.203  -0.60
C  -0.350  -1.637  0.306  0.72
N  -0.556  -2.937  0.647  0.25
C  -0.182  -3.376  1.975  -0.78
C  1.160  -2.780  2.327  -0.73
N  1.081  -1.340  2.212  0.41
C  1.889  -0.564  3.141  -2.11
C  1.258  -0.497  4.509  0.85
C  0.110  0.268  4.707  -0.10
C  -0.497  0.304  5.951  -0.75
C  0.034  -0.422  7.010  -0.40
C  1.178  -1.180  6.820  -0.63
C  1.785  -1.216  5.572  -0.26
C  0.362  -0.795  1.195  -0.38
S  0.261  0.937  1.102  0.17
C  -1.321  -3.878  -0.155  -1.54
C  -0.465  -5.040  -0.591  0.64
C  0.604  -4.812  -1.454  -0.25
C  1.423  -5.858  -1.841  -0.67
C  1.183  -7.144  -1.369  -0.39
C  0.120  -7.377  -0.513  -0.57
C  -0.701  -6.325  -0.125  -0.31
H  -0.126  -4.465  1.982  0.47
H  -0.935  -3.058  2.707  0.28
H  1.930  -3.171  1.649  0.29
H  1.432  -3.037  3.351  0.44
H  2.014  0.434  2.725  0.68
H  2.875  -1.033  3.203  0.50
H  -0.305  0.836  3.882  0.34
H  -1.385  0.906  6.098  0.43
H  -0.443  -0.393  7.980  0.38
H  1.600  -1.742  7.642  0.38
H  2.686  -1.801  5.428  0.38
H  -1.710  -3.348  -1.022  0.49
H  -2.176  -4.230  0.431  0.40
H  0.784  -3.809  -1.822  0.45
H  2.248  -5.675  -2.516  0.39
H  1.824  -7.961  -1.673  0.38
H  -0.074  -8.376  -0.146  0.37
H  -1.535  -6.508  0.542  0.36
C  -0.358  1.468  -3.161  -1.61
C  -0.227  1.403  -4.361  1.30
C  -0.135  1.369  -5.789  0.10
C  1.108  1.244  -6.411  -0.52
C  1.200  1.192  -7.790  -0.46
C  0.055  1.267  -8.571  -0.39
C  -1.184  1.395  -7.961  -0.50
C  -1.282  1.444  -6.581  -0.41
H  1.998  1.189  -5.797  0.41
H  2.170  1.094  -8.260  0.37
H  0.129  1.227  -9.649  0.37
H  -2.081  1.455  -8.563  0.37
H  -2.247  1.543  -6.102  0.43
C  -1.728  4.194  -1.643  -2.41
C  -0.436  4.234  -0.814  2.55
C  0.249  5.588  -1.078  -1.77
C  0.485  3.135  -1.269  -1.71
C  -0.702  4.110  0.689  -0.06
C  -1.974  3.976  1.232  0.01
C  -2.155  3.862  2.606  -0.93
C  -1.066  3.891  3.461  -0.40
C  0.209  4.033  2.933  -0.77
C  0.384  4.136  1.564  0.13
H  -1.479  4.239  -2.703  0.39
H  -2.369  5.044  -1.399  0.51
H  -2.288  3.273  -1.477  0.44
H  0.414  5.719  -2.148  0.50
H  1.212  5.653  -0.573  0.36
H  -0.378  6.405  -0.720  0.39
H  1.247  3.389  -1.995  0.50
H  -2.842  3.949  0.589  0.39
H  -3.155  3.751  3.004  0.38
H  -1.209  3.802  4.531  0.49
H  1.071  4.051  3.588  0.39
H  1.386  4.217  1.160  0.24

Multiplicity: 3
Calculated total energy, Eh: -2434.27694
LUMO level (spin up / spin down), hartree: 0.020 / -0.025
M, g mol⁻¹: 756.79
Maximum force, eV/A: 0.436


DFT (ωB97M-V/def2-TZVPD) results for 9 unconnected molecules or ions with the total composition C2H24NO8 at a distorted geometry.

Last column: Mulliken charge in e.
Geometry (Å):
C  0.888  0.039  3.399  -1.04
C  1.494  0.595  2.110  -0.05
N  0.457  0.515  0.986  0.13
H  1.265  0.418  4.392  0.33
H  -0.219  0.168  3.603  0.23
H  1.144  -1.007  3.324  0.33
H  1.795  1.684  2.043  0.38
H  2.083  -0.261  1.841  0.24
H  -0.337  -0.085  1.025  0.22
H  1.068  0.112  0.267  -0.05
H  0.319  1.507  0.679  0.39
H  -2.546  -1.058  0.279  0.28
H  -2.534  -1.265  1.781  0.28
O  -1.979  -1.318  1.006  -0.63
H  -2.732  1.344  -0.530  0.38
H  -3.989  0.589  -0.188  0.30
O  -3.180  0.449  -0.583  -0.65
H  -0.497  -2.531  1.374  0.34
H  0.984  -2.643  1.138  0.30
O  0.287  -2.949  1.693  -0.61
H  -0.486  0.175  -3.276  0.30
H  0.812  1.061  -2.944  0.36
O  0.152  0.350  -2.524  -0.62
H  2.624  0.031  -0.958  0.40
H  3.647  1.154  -0.560  0.29
O  2.733  0.941  -0.729  -0.61
H  2.453  -2.409  -1.067  0.28
H  1.288  -1.407  -1.487  0.29
O  2.041  -1.581  -0.868  -0.70
H  -1.463  -0.244  -4.800  0.33
H  -2.930  -0.362  -3.892  0.31
O  -2.008  -0.063  -3.976  -0.65
H  -0.900  3.422  -1.034  0.37
H  -0.686  1.995  -1.078  0.26
O  -1.052  2.636  -0.447  -0.72

ΔE to the lowest compared entry with this formula, charge and spin, kJ/mol: 223.31
Charge: +1
Calculated total energy, Eh: -747.01688
LUMO level, hartree: -0.101
M, g mol⁻¹: 190.21
Maximum force, eV/A: 3.684